a) A cluster of 2 separate species, C7H12N in total, computed with ωB97M-V/def2-TZVPD.

Values from the calculation:
Kohn-Sham gap: 8.34 eV
charge: +1
LUMO: -5.68 eV
spin multiplicity: 1

```
20
C7H12N, DFT ωB97M-V/def2-TZVPD
C -1.79 -2.24 0.06
C -0.65 -3.14 -0.15
C 0.70 0.98 -1.60
C -0.84 1.28 -1.41
C 0.01 0.96 -0.30
C 1.56 0.94 1.71
C 0.26 1.31 1.11
N -0.73 -1.62 -0.10
H -2.90 -2.26 0.35
H -0.06 -3.41 0.73
H -0.43 -3.52 -1.13
H 0.96 0.18 -2.41
H 1.39 1.74 -1.76
H -1.23 2.28 -1.59
H -1.54 0.58 -1.73
H 1.53 -0.10 1.85
H 1.75 1.36 2.66
H 2.37 1.11 1.10
H 0.25 2.46 0.89
H -0.62 1.09 1.72
```


b) The ion C7H12N with charge +1, computed with ωB97M-V/def2-TZVPD.

Values from the calculation:
Kohn-Sham gap: 9.48 eV
charge: +1
LUMO: -3.60 eV
spin multiplicity: 1
SMILES string: [NH3+]C1(C2CCC2)C=C1

```
20
C7H12N, DFT ωB97M-V/def2-TZVPD
C -1.58 -0.88 -1.74
C -0.76 -0.47 -2.62
C 0.75 1.31 1.80
C 1.30 0.90 0.40
C -0.78 0.91 1.33
C -0.10 0.68 -0.10
C -0.41 -0.56 -0.81
N 0.20 -1.77 -0.31
H -2.47 -1.51 -1.58
H -0.21 -0.44 -3.50
H 1.28 0.68 2.56
H 0.81 2.30 2.09
H 1.99 1.65 -0.07
H 1.87 -0.06 0.37
H -1.21 0.21 2.01
H -1.40 1.75 1.23
H -0.46 1.54 -0.68
H -0.46 -2.54 0.00
H 0.67 -1.40 0.51
H 0.96 -2.27 -0.88
```


Quick one: least stable of them? a)